(1)
The following is a DFT calculation (ωB97M-V/def2-TZVPD) of a single C28H25N3O4S molecule.

XYZ file:
```
61
Properties=species:S:1:pos:R:3:lowdin_charge:R:1
C 6.07679 0.23312 -2.81465 -0.050
C 5.61682 0.97403 -1.59612 -0.274
C 5.81529 2.34302 -1.47609 -0.042
C 5.36529 3.02004 -0.35994 -0.035
C 4.70398 2.36750 0.67432 -0.220
C 4.21390 3.14898 1.85452 -0.043
C 4.50888 0.99020 0.56292 -0.144
C 3.78991 0.19642 1.63102 -0.060
N 2.60817 -0.46256 1.08667 0.060
C 1.48108 0.32380 0.95346 -0.396
O 1.45939 1.46552 1.35636 0.110
N 0.37839 -0.25872 0.34813 0.135
C -0.77734 0.58039 0.21569 -0.194
C -1.40893 1.06513 1.34902 0.008
C -2.50184 1.90176 1.21596 -0.030
C -2.97792 2.25671 -0.04007 -0.231
C -4.18767 3.13385 -0.19643 -0.053
C -5.36612 2.25094 -0.60840 -0.496
O -5.92118 2.33360 -1.67943 0.073
N -5.73142 1.37707 0.36044 0.074
C -6.55574 0.22530 0.06270 -0.089
C -5.72785 -1.02091 0.08705 -0.264
C -5.98935 -2.29396 0.49828 -0.032
C -4.79547 -3.02836 0.28418 -0.063
C -3.89827 -2.14769 -0.23352 -0.103
O -4.45441 -0.93114 -0.35575 0.046
C -2.34923 1.73811 -1.16642 -0.007
C -1.25035 0.91024 -1.04508 0.017
C 0.29292 -1.55626 -0.16273 -0.419
O -0.71511 -1.97330 -0.69205 0.072
C 1.50742 -2.29546 0.03920 -0.371
S 1.74102 -3.94319 -0.42817 1.096
C 3.33695 -3.89957 0.19600 -0.381
C 3.68434 -2.69966 0.73325 -0.117
C 2.62822 -1.75765 0.64566 -0.238
C 4.96335 0.31772 -0.56511 0.010
H 7.04066 0.60787 -3.15251 0.078
H 5.36187 0.37073 -3.62652 0.084
H 6.16234 -0.83256 -2.61544 0.074
H 6.32304 2.88098 -2.26361 0.112
H 5.52547 4.08627 -0.28845 0.109
H 4.69006 2.81152 2.77488 0.086
H 3.13588 3.03055 1.95488 0.068
H 4.43430 4.20519 1.72468 0.077
H 3.44924 0.85352 2.43086 0.119
H 4.44554 -0.56669 2.05264 0.128
H -1.03857 0.80067 2.32747 0.124
H -2.97680 2.29331 2.10535 0.115
H -4.03187 3.87270 -0.98263 0.127
H -4.42310 3.64545 0.73782 0.123
H -5.12594 1.28808 1.16323 0.134
H -7.37456 0.13956 0.78378 0.129
H -6.97584 0.40035 -0.93455 0.130
H -6.91248 -2.66238 0.89687 0.105
H -4.63486 -4.06637 0.49124 0.097
H -2.87410 -2.24684 -0.53374 0.093
H -2.72551 1.99154 -2.14591 0.126
H -0.76116 0.51728 -1.92272 0.126
H 3.94901 -4.77771 0.13410 0.070
H 4.64909 -2.51017 1.16625 0.109
H 4.80081 -0.74810 -0.64815 0.105
```

Properties
ΔE to the lowest compared entry with this formula, charge and spin ... 0.0 kJ/mol
Structure (SMILES) ... Cc1ccc(C)c(Cn2c(=O)n(-c3ccc(CC(=O)NCc4ccco4)cc3)c(=O)c3sccc32)c1
LUMO level ... 0.08 eV
Charge ... 0
Gap between HOMO and LUMO ... 8.28 eV

(2)
The following is a DFT calculation (ωB97M-V/def2-TZVPD) of 2 unconnected molecules or ions with the total composition C28H25NO4S.

XYZ file:
```
59
Properties=species:S:1:pos:R:3:lowdin_charge:R:1
C 1.61770 -1.40684 -4.33255 0.025
C 1.96254 -1.02366 -2.90018 -0.518
C 3.43578 -1.29498 -2.57702 0.019
O 1.72989 0.37443 -2.66392 0.082
C 0.42897 0.78574 -2.58064 -0.402
O 0.13829 1.94155 -2.84842 0.118
C -0.55454 -0.22027 -2.13276 -0.030
C -1.86423 0.13810 -2.05412 0.082
C -3.01405 -0.73791 -1.98552 -0.199
C -3.12279 -1.94356 -2.72911 -0.018
C -4.26925 -2.72245 -2.59442 -0.071
C -5.32484 -2.29966 -1.77306 -0.072
C -5.28075 -1.03720 -1.16238 -0.086
C -4.16120 -0.23554 -1.33263 -0.027
C -0.08890 -1.55242 -1.68319 -0.415
O -0.76794 -2.34604 -1.08996 0.139
O 1.22293 -1.82856 -1.93833 0.075
H 0.57028 -1.20589 -4.57438 0.094
H 2.25804 -0.83396 -5.01654 0.104
H 1.83188 -2.47233 -4.48149 0.102
H 3.63322 -1.01494 -1.53827 0.098
H 3.63556 -2.36282 -2.70901 0.097
H 4.07749 -0.70836 -3.24060 0.097
H -2.06283 1.19883 -2.22327 0.143
H -2.31005 -2.24943 -3.39364 0.122
H -4.31116 -3.68957 -3.09787 0.107
H -6.18509 -2.95443 -1.61375 0.105
H -6.09066 -0.68051 -0.52400 0.100
H -4.08881 0.77575 -0.92181 0.123
C 1.41044 -2.89999 3.63445 -0.020
N 1.31398 -1.45284 3.46853 -0.113
C 0.13675 -0.78454 3.20791 -0.463
C -1.08645 -1.34730 2.90665 -0.090
C -2.33999 -0.67429 3.10817 -0.255
C -2.53682 0.34152 4.07976 -0.086
C -3.73869 1.04426 4.12496 -0.091
C -4.80796 0.66355 3.29640 -0.102
C -4.69415 -0.48579 2.49710 -0.101
C -3.48686 -1.17165 2.44076 -0.044
S 0.38392 0.97392 3.35550 1.081
C 2.13125 0.72275 3.35703 -0.450
C 3.13461 1.67361 3.19073 -0.089
C 4.46262 1.24136 3.14394 -0.098
C 4.78303 -0.11814 3.27594 -0.089
C 3.78082 -1.07067 3.48092 -0.023
C 2.45264 -0.63678 3.49052 -0.240
H 0.42246 -3.32800 3.79219 0.083
H 1.87822 -3.36582 2.75990 0.099
H 2.04474 -3.13614 4.49844 0.094
H -1.12946 -2.39620 2.61121 0.106
H -1.74817 0.59378 4.79448 0.081
H -3.83386 1.92065 4.77283 0.103
H -5.72301 1.26547 3.27156 0.097
H -5.52812 -0.81930 1.87000 0.089
H -3.37426 -2.07518 1.83503 0.114
H 2.84084 2.71819 3.09998 0.109
H 5.25557 1.97207 3.01605 0.099
H 5.82634 -0.43214 3.23366 0.102
H 3.99610 -2.12998 3.63961 0.105
```

Properties
Structure (SMILES) ... CC1(C)OC(=O)C(=Cc2ccccc2)C(=O)O1.CN1/C(=C/c2ccccc2)Sc2ccccc21
LUMO level ... -0.75 eV
Charge ... 0
Gap between HOMO and LUMO ... 5.98 eV

(3)
The following is a DFT calculation (ωB97M-V/def2-TZVPD) of a molecular structure, C28H26AuN11S2.

XYZ file:
```
68
Properties=species:S:1:pos:R:3:lowdin_charge:R:1
Au 1.50180 1.60873 -0.32750 0.713
S 3.82990 1.66986 -0.51552 0.648
C 4.08486 0.28979 0.51150 -0.735
N 5.24953 0.00039 1.15564 0.126
N 6.17452 0.84958 1.14495 0.066
C 7.41589 0.66432 1.80276 -0.208
C 7.69340 -0.48874 2.52477 -0.003
C 8.93018 -0.59669 3.12720 -0.042
C 9.86586 0.43162 3.01169 -0.037
C 9.56729 1.57737 2.28853 -0.048
C 8.33290 1.69992 1.67603 -0.008
N 3.13064 -0.62560 0.75364 0.066
N 1.93092 -0.22923 0.54741 -0.116
C 0.88464 -1.16447 0.44547 -0.202
C -0.44140 -0.50591 0.52414 -0.337
C -1.67594 -1.46305 0.38005 -0.293
C -1.34248 -2.91576 0.23720 0.033
C -0.08918 -3.38161 0.26223 -0.023
C 1.05104 -2.49045 0.32722 0.045
H 6.02757 1.74307 0.66620 0.117
H 6.95551 -1.27476 2.60528 0.118
H 9.17086 -1.48592 3.69316 0.120
H 10.83132 0.33619 3.48961 0.120
H 10.29373 2.37312 2.19984 0.120
H 8.08585 2.58878 1.10597 0.122
H -1.12205 1.34623 -0.11798 0.065
H -3.09833 -0.02904 -0.26451 0.155
H -2.17597 -3.60155 0.13086 0.132
H 0.09865 -4.44444 0.19579 0.121
H 2.05218 -2.89893 0.27860 0.125
C -3.79785 5.26657 -1.26880 0.018
C -2.32712 5.23510 -1.45048 -0.296
N -1.61603 6.07519 -2.13379 0.173
N -0.33476 5.61180 -1.99675 0.046
C -0.22588 4.52451 -1.24712 -0.666
S 1.32715 3.90556 -0.83507 0.623
N -1.50560 4.26006 -0.89553 -0.068
N -1.91421 3.21902 -0.06015 0.129
H -4.18877 6.12978 -1.80128 0.103
H -4.06470 5.35580 -0.21534 0.097
H -4.26792 4.36923 -1.67364 0.095
H 0.42885 6.10324 -2.43747 0.172
H -2.73622 2.78859 -0.47264 0.115
H -2.17027 3.60440 0.84382 0.133
N -4.05539 -2.63895 -1.97310 0.171
C -5.15643 -3.44074 -1.68440 -0.189
C -5.84964 -4.38338 -2.44635 -0.015
C -6.90966 -5.00120 -1.82497 -0.074
C -7.26960 -4.69236 -0.49629 -0.071
C -6.57538 -3.75717 0.23746 -0.013
C -5.49804 -3.12259 -0.37532 -0.213
N -4.62221 -2.13678 0.12865 0.189
C -3.80964 -1.89437 -0.85177 -0.338
C -2.66368 -0.94256 -0.68750 -0.150
C -1.99287 -1.04622 1.81175 0.072
C -0.95365 -0.20950 1.91702 0.049
N -0.45206 0.64413 -0.44212 -0.065
C -0.82569 0.20813 -1.79867 -0.076
C -1.89252 -0.56398 -1.92441 0.013
H -3.56190 -2.61358 -2.84639 0.150
H -5.57712 -4.62219 -3.46576 0.113
H -7.48044 -5.74107 -2.36970 0.110
H -8.11104 -5.20330 -0.04842 0.108
H -6.85062 -3.51539 1.25577 0.116
H -2.77454 -1.38629 2.47713 0.130
H -0.55076 0.39736 2.71858 0.118
H -0.19926 0.52969 -2.61717 0.111
H -2.18821 -0.89934 -2.91006 0.120
```

Properties
ΔE to the lowest compared entry with this formula, charge and spin ... 17.1 kJ/mol
LUMO level (alpha / beta) ... -7.55 / -7.55 eV
Charge ... +2
Gap between HOMO and LUMO (alpha / beta) ... 4.85 / 4.84 eV

Number 1: strongest force on any atom 1.05 eV Å⁻¹, E -52939.1513 eV. Number 2: strongest force on any atom 2.03 eV Å⁻¹, E -49956.7798 eV. Number 3: strongest force on any atom 1.01 eV Å⁻¹, E -71193.7548 eV.